1.
DFT (ωB97M-V/def2-TZVPD) results for a molecular structure, C37H29ClN7O2Zr.

As for the total energy: -67165.4646 eV. Its HOMO-LUMO gap (spin up / spin down) is 5.6 / 5.6 eV. The relative energy (zero: lowest compared OMol25 entry of this formula, charge and spin) is 3.16 kcal per mole.

Geometry as ORCA input:
```
! wB97M-V def2-TZVPD RIJCOSX def2/J DEFGRID3
* xyz 1 1
Zr -0.0504 -0.4939 -0.0593
O -0.3226 2.9465 -3.0191
C -1.4141 2.4961 -3.6895
C -1.7878 3.0775 -4.8989
C -2.9017 2.6294 -5.5797
C -3.6707 1.5897 -5.0662
C -3.3078 1.0156 -3.8680
C -2.1792 1.4483 -3.1576
C -1.8456 0.7808 -1.8921
O -0.6507 0.9324 -1.3586
N -2.7520 -0.0097 -1.3647
N -2.2224 -0.6332 -0.2641
C -2.9194 -1.4189 0.4559
C -2.2342 -2.0390 1.5988
C -2.9396 -2.7350 2.5652
C -2.2592 -3.2414 3.6612
C -0.8931 -3.0405 3.7520
C -0.2512 -2.3523 2.7364
N -0.8941 -1.8641 1.6743
H 0.0390 3.7042 -3.4916
H -1.1938 3.8918 -5.2988
H -3.1725 3.0945 -6.5184
H -4.5417 1.2362 -5.5990
H -3.8901 0.2091 -3.4470
H -3.9609 -1.6302 0.2332
H -4.0084 -2.8600 2.4589
H -2.7895 -3.7825 4.4330
H -0.3215 -3.4128 4.5896
H 0.8197 -2.1953 2.7680
C -3.6430 3.8021 1.6763
C -3.9283 2.4942 2.0384
C -2.9192 1.5406 2.0653
C -1.6195 1.8902 1.7274
C -1.3324 3.2024 1.3685
C -2.3401 4.1532 1.3448
N -0.5762 0.9182 1.7044
C 0.3928 1.0200 2.6092
C 0.2744 1.7719 3.8270
C 1.3309 1.8959 4.6676
C 2.6095 1.3174 4.3831
C 2.7773 0.5918 3.2547
C 1.6756 0.3967 2.3711
N 1.8076 -0.1477 1.1387
N 2.9568 -0.4705 0.6733
C 2.9542 -0.5904 -0.7252
C 4.1716 -0.7408 -1.3735
C 4.2012 -0.6409 -2.7511
C 3.0264 -0.3855 -3.4497
C 1.8510 -0.2842 -2.7383
N 1.8108 -0.4005 -1.4076
H -4.4293 4.5443 1.6557
H -4.9377 2.2135 2.3096
H -3.1371 0.5264 2.3809
H -0.3170 3.4670 1.0975
H -2.1066 5.1719 1.0640
H -0.6782 2.2259 4.0615
H 1.2063 2.4537 5.5873
H 3.4311 1.4691 5.0683
H 3.7273 0.1451 2.9979
H 5.0613 -0.9020 -0.7826
H 5.1400 -0.7418 -3.2794
H 3.0181 -0.2763 -4.5240
H 0.9027 -0.1002 -3.2270
Cl 4.9160 -5.1769 -1.6239
C 3.3445 -4.4458 -1.5271
C 2.7225 -4.3079 -0.2999
C 1.4803 -3.6911 -0.2389
C 0.8413 -3.1961 -1.3795
C -0.4493 -2.4592 -1.2500
C 1.4820 -3.3915 -2.6048
C 2.7201 -4.0050 -2.6852
H 3.2041 -4.6808 0.5939
H 0.9855 -3.6115 0.7226
H -1.1598 -3.0651 -0.6843
H -0.9021 -2.2379 -2.2219
H 1.0002 -3.0525 -3.5151
H 3.2054 -4.1466 -3.6417
*
```

=====

2.
DFT (ωB97M-V/def2-TZVPD) results for a molecular structure, C5H13N2O at a distorted geometry.

As for the total energy: -10418.5710 eV. Its HOMO-LUMO gap is 6.1 eV. The relative energy (zero: lowest compared OMol25 entry of this formula, charge and spin) is 118.25 kcal per mole.

Geometry as ORCA input:
```
! wB97M-V def2-TZVPD RIJCOSX def2/J DEFGRID3
* xyz -1 1
C -0.9100 -0.8968 0.1328
N -0.2278 -0.1997 -1.0598
C 1.0878 -0.7586 -1.1728
N 1.6174 -1.6812 -0.4622
C -0.5843 -0.3086 1.4867
C -0.2391 1.2035 1.4793
C -1.4845 2.0712 1.2048
O -2.5493 1.7240 1.9022
H -0.8475 -1.9635 -0.0551
H -1.9134 -0.5613 -0.1526
H 0.6891 0.2482 -0.4973
H 2.5229 -2.1255 -5.0811
H 1.5225 -0.4341 -2.1390
H 2.1338 -1.9076 -4.4761
H 2.5685 -1.4568 -0.1962
H -1.4627 -0.3391 2.1205
H 0.2796 -0.7531 1.9962
H 0.6282 1.5260 0.8873
H -0.0429 1.3556 2.5472
H -1.1260 3.1203 1.4357
H -1.6623 2.1371 0.0996
*
```

=====

3.
DFT (ωB97M-V/def2-TZVPD) results for a molecular structure, C34H52N3O2S5SbSn at a distorted geometry.

As for the total energy: -111196.0552 eV. Its HOMO-LUMO gap is 5.6 eV. The relative energy (zero: lowest compared OMol25 entry of this formula, charge and spin) is 18.54 kcal per mole.

Geometry as ORCA input:
```
! wB97M-V def2-TZVPD RIJCOSX def2/J DEFGRID3
* xyz 2 1
Sn 0.9017 -1.1902 1.5971
C 2.0484 1.1383 4.1481
C 1.2416 0.0821 4.8648
S 1.4754 -1.6232 4.2590
C 3.2514 -1.9118 4.6432
C 3.7954 -3.1170 3.9017
S 3.8006 -2.9265 2.0933
C 5.2454 -1.8125 1.8828
C 5.1924 -1.0994 0.5484
S 3.7305 -0.0335 0.3197
C 4.1083 1.3841 1.4092
C 2.8700 2.2211 1.6394
S 1.4365 1.4023 2.4386
H 3.1043 0.8792 4.1035
H 1.9368 2.0904 4.6673
H 0.1754 0.2611 4.7224
H 1.4704 0.0842 5.9301
H 3.3105 -2.0927 5.7182
H 3.8142 -1.0092 4.4028
H 3.1895 -4.0022 4.0980
H 4.8178 -3.3190 4.2272
H 6.1441 -2.4288 1.9284
H 5.2571 -1.1028 2.7100
H 5.1239 -1.8211 -0.2661
H 6.0747 -0.4741 0.4077
H 4.8490 2.0034 0.8988
H 4.5379 1.0100 2.3394
H 2.4617 2.5642 0.6866
H 3.1115 3.0895 2.2519
N -2.0141 -0.8750 -0.5738
C -0.9487 -0.0898 -0.8124
O 0.0222 -0.5578 -1.5698
C -0.9044 1.1877 -0.2732
C -1.9225 1.7037 0.5505
N -2.7566 2.1436 1.2012
C 0.1567 1.9862 -0.6683
N 1.0629 2.5519 -1.1028
H -2.6355 -0.5845 0.1668
H -1.9900 -1.8556 -0.7934
C 0.0159 3.2684 -3.9887
C -0.7737 2.0447 -4.3552
C -2.1251 1.9759 -3.6985
C -0.8333 1.8151 -5.8428
Sb 0.4796 0.1215 -3.5503
C 2.8303 0.3049 -3.6347
C 3.4238 -0.9427 -3.0288
C 3.2162 1.5416 -2.8656
C 3.1036 0.4364 -5.1138
C -0.2450 -1.9254 -4.4033
C -0.4619 -1.7699 -5.8939
C 0.8452 -2.9314 -4.1039
C -1.5296 -2.3054 -3.6978
H -0.6202 4.1420 -4.1333
H 0.8891 3.3865 -4.6256
H 0.3207 3.2740 -2.9427
H -2.7467 2.7785 -4.1018
H -2.0623 2.1162 -2.6206
H -2.6366 1.0364 -3.9107
H -1.2443 2.7169 -6.3011
H -1.4860 0.9887 -6.1149
H 0.1520 1.6589 -6.2770
H 2.9708 -1.1657 -2.0641
H 4.4879 -0.7696 -2.8671
H 3.3260 -1.8047 -3.6814
H 2.9409 1.4499 -1.8181
H 2.7647 2.4465 -3.2670
H 4.2974 1.6660 -2.9166
H 2.7353 -0.4173 -5.6794
H 4.1798 0.4946 -5.2780
H 2.6730 1.3490 -5.5191
H 0.3731 -1.2797 -6.3896
H -1.3753 -1.2211 -6.1102
H -0.5620 -2.7633 -6.3334
H 1.7154 -2.7774 -4.7381
H 0.4606 -3.9297 -4.3112
H 1.1403 -2.9052 -3.0551
H -2.2607 -1.4981 -3.6792
H -1.3244 -2.6237 -2.6797
H -1.9810 -3.1454 -4.2256
C -9.6140 1.0177 6.1836
C -8.4506 0.7856 5.2797
O -8.4036 0.9468 4.0986
S -7.0482 0.2200 6.2549
C -5.6645 -0.0618 5.1927
C -4.4302 -0.1657 5.8368
C -3.2930 -0.4300 5.1117
C -3.3603 -0.5854 3.7207
C -4.6004 -0.4782 3.0865
C -5.7454 -0.2259 3.8150
C -2.1580 -0.7913 3.0104
C -1.0670 -0.9093 2.4676
H -10.5382 0.8459 5.6375
H -9.5999 2.0529 6.5227
H -9.5623 0.3741 7.0575
H -4.3721 -0.0418 6.9073
H -2.3379 -0.5104 5.6115
H -4.6806 -0.5901 2.0154
H -6.6939 -0.1460 3.3114
*
```